<i>
An isolated molecule of C3H7NOS2, computed with wB97M-V/def2-TZVPD.

```
14
Properties=species:S:1:pos:R:3:nbo_charge:R:1
O 1.4923 1.0497 0.0031 -0.73
C 1.7341 -0.2998 0.3973 -0.08
C 0.3781 -0.9826 0.5868 -0.57
S -0.6729 -1.2087 -0.9152 0.46
N -1.2367 0.3485 -1.0033 -0.75
C -2.3795 0.6983 -0.4164 -0.07
S -3.4732 -0.2191 0.4397 -0.16
H 2.3025 1.3032 -0.8009 0.48
H 2.3426 -0.3973 1.3511 0.17
H 2.2431 -0.9132 -0.3188 0.17
H -0.0887 -0.3183 1.4554 0.24
H 0.7112 -2.0115 0.8687 0.23
H -0.7596 1.1822 -1.2374 0.41
H -2.5933 1.7686 -0.4100 0.20
```

Properties
- Kohn-Sham gap: 0.3056 Eh
- SMILES string: OCCSNC=S

=====

<ii>
An isolated molecule of C3H7NOS2, computed with wB97M-V/def2-TZVPD.

```
14
Properties=species:S:1:pos:R:3:nbo_charge:R:1
N 0.8838 -0.9443 -0.8851 -0.83
C 0.6518 0.2154 -0.0232 -0.17
C 1.7638 0.3092 1.0413 0.43
O 1.8735 -0.5198 1.9243 -0.51
C -0.7946 -0.0094 0.6485 -0.55
S -1.9726 1.4255 0.4893 0.10
S -2.4541 1.2782 -1.5708 -0.16
H 0.4656 -0.8788 -1.7827 0.38
H 0.5690 -1.7608 -0.3503 0.37
H 0.6129 1.2610 -0.4922 0.22
H 2.7148 0.8309 0.6837 0.12
H -0.6202 -0.2232 1.7851 0.26
H -1.2642 -0.9001 0.2423 0.21
H -2.4292 -0.0839 -1.7103 0.13
```

Properties
- Kohn-Sham gap: 0.3223 Eh
- SMILES string: N[C@H](C=O)CSS

=====

Stability, lowest: <i>

=====

<i>
A structure of composition C5H7NO, computed with wB97M-V/def2-TZVPD.

```
14
Properties=species:S:1:pos:R:3:nbo_charge:R:1
N 2.2266 -1.2497 1.2841 -0.63
C 1.0340 -0.9637 1.1989 0.42
O 0.0650 0.4661 -1.7258 -0.53
C 0.3291 1.2495 -0.5526 -0.05
C -0.7390 0.4916 0.2512 -0.27
C -1.1187 -0.0816 -1.1309 -0.05
C -0.2166 -0.5618 1.1931 -0.43
H 2.5462 -1.9589 0.6232 0.38
H 0.1053 2.3119 -0.7166 0.18
H 1.3638 1.1507 -0.2037 0.18
H -1.4963 1.1115 0.7414 0.22
H -2.0313 0.3282 -1.5835 0.17
H -1.1418 -1.1763 -1.1786 0.18
H -0.9261 -1.1175 1.7998 0.25
```

Properties
- Kohn-Sham gap: 0.3618 Eh

=====

<ii>
An isolated molecule of C5H7NO, computed with wB97M-V/def2-TZVPD.

```
14
Properties=species:S:1:pos:R:3:nbo_charge:R:1
C -1.8667 0.2504 0.6554 -0.41
N -0.5653 -0.2940 0.1032 -0.38
C 0.2076 -1.5971 -0.0813 -0.14
C 1.4879 -1.2257 -0.3920 -0.24
C 1.5983 0.1797 -0.4472 -0.44
C 0.3629 0.6754 -0.1304 0.47
O 0.0245 1.9875 -0.0109 -0.67
H -2.2357 1.0853 0.0335 0.22
H -1.7698 0.6954 1.6637 0.21
H -2.6572 -0.4956 0.7007 0.21
H -0.1013 -2.5690 -0.5122 0.23
H 2.2748 -1.9632 -0.5362 0.22
H 2.4516 0.7858 -0.7077 0.21
H 0.7883 2.4851 -0.3386 0.49
```

Properties
- Kohn-Sham gap: 0.3113 Eh
- SMILES string: Cn1cccc1O

=====

<iii>
An isolated molecule of C5H7NO, computed with wB97M-V/def2-TZVPD.

```
14
Properties=species:S:1:pos:R:3:nbo_charge:R:1
O -1.4497 0.4979 1.7106 -0.66
C -1.2422 0.5001 0.3024 -0.07
C 0.1036 1.2297 0.4507 0.14
C 0.7853 -0.1748 0.5191 -0.38
C 1.4702 -0.4520 -0.8117 -0.22
N 0.1253 -0.3800 -1.4669 -0.58
C -0.5030 -0.7268 -0.1354 -0.08
H -1.5565 1.4236 1.9849 0.49
H -2.1095 0.8595 -0.2638 0.18
H -0.0294 0.6307 -1.6037 0.34
H 1.2204 -0.4127 1.4921 0.23
H 2.2272 0.2391 -1.1929 0.20
H 1.8401 -1.4813 -0.8974 0.20
H -0.8819 -1.7529 -0.0881 0.20
```

Properties
- Kohn-Sham gap: 0.3102 Eh

=====

<iv>
An isolated molecule of C5H7NO, computed with wB97M-V/def2-TZVPD.

```
14
Properties=species:S:1:pos:R:3:nbo_charge:R:1
C -1.8962 0.0765 0.0662 -0.62
C -0.4360 -0.2469 0.0535 -0.02
N 0.2221 -1.1471 1.0001 -0.55
C 0.7050 0.2122 0.9186 -0.06
C 1.6209 0.4492 -0.2835 -0.53
C 0.4720 -0.1109 -1.1483 0.59
O 0.3066 -0.2582 -2.3284 -0.51
H -2.0627 0.9246 -0.6069 0.22
H -2.2258 0.3590 1.0695 0.23
H -2.5071 -0.7585 -0.2874 0.23
H 0.8372 -1.8302 0.5598 0.36
H 0.6446 0.8225 1.8135 0.21
H 2.6124 -0.0102 -0.3118 0.22
H 1.7070 1.5181 -0.5150 0.24
```

Properties
- Kohn-Sham gap: 0.3822 Eh
- SMILES string: C[C@]12N[C@H]1CC2=O

=====

Stability, lowest: <iii>

=====

<i>
An isolated molecule of C2H2F3NO, computed with wB97M-V/def2-TZVPD.

```
9
Properties=species:S:1:pos:R:3:nbo_charge:R:1
O 1.7745 0.3130 -1.1159 -0.26
N 0.6155 0.1221 -1.5353 0.14
C -0.4405 0.3532 -0.5786 0.18
F -1.5587 -0.1376 -1.1536 -0.31
C -0.0569 -0.4347 0.7934 0.54
F -0.9138 -1.3142 1.1973 -0.29
F 0.0586 0.3561 1.9422 -0.36
H -0.5154 1.3875 -0.2399 0.21
H 1.0366 -0.6454 0.6903 0.16
```

Properties
- Kohn-Sham gap (spin up / spin down): 0.3318 / 0.3318 Eh
- SMILES string: O=N[C@@H](F)C(F)F

=====

<ii>
A cluster of 2 separate species, C2H2F3NO in total, computed with wB97M-V/def2-TZVPD.

```
9
Properties=species:S:1:pos:R:3:nbo_charge:R:1
C -0.5355 -0.6341 -1.3515 -0.26
C 0.1678 0.7358 1.2578 0.97
N 0.4963 -0.6742 -0.6407 0.13
O 1.5685 -1.2042 -0.5701 -0.30
F 1.2272 0.7480 2.0438 -0.31
F -0.0382 1.9318 0.6993 -0.33
F -0.9276 0.3426 1.8985 -0.32
H -0.5942 -1.2408 -2.2514 0.20
H -1.3644 -0.0049 -1.0858 0.22
```

Properties
- Kohn-Sham gap (spin up / spin down): 0.3323 / 0.3489 Eh

=====

Stability, lowest: <ii>

=====

<i>
An isolated molecule of C3H8N2S, computed with wB97M-V/def2-TZVPD.

```
14
Properties=species:S:1:pos:R:3:nbo_charge:R:1
C 2.6987 0.7637 -0.0190 -0.72
S 1.5578 -0.5402 -0.6766 0.15
C 0.2827 -0.6949 0.5957 -0.58
C -0.9719 -0.6330 -0.0669 0.04
N -1.7251 0.3962 -0.1603 -0.24
N -3.1343 0.1992 -0.2658 -0.62
H 2.6331 0.6712 1.0600 0.22
H 2.3473 1.7253 -0.4603 0.22
H 3.6941 0.5149 -0.3954 0.23
H 0.5024 -1.5957 1.1403 0.24
H 0.4123 0.1652 1.2653 0.24
H -1.4027 -1.5201 -0.5203 0.14
H -3.4176 -0.4975 -0.8351 0.33
H -3.4769 1.0458 -0.6618 0.35
```

Properties
- Kohn-Sham gap: 0.3422 Eh
- SMILES string: CSC/C=N/N

=====

<ii>
A cluster of 2 separate species, C3H8N2S in total, computed with wB97M-V/def2-TZVPD.

```
14
Properties=species:S:1:pos:R:3:nbo_charge:R:1
C -1.4684 1.4091 0.9989 -0.41
C -1.2090 0.7459 -0.1458 -0.40
C 1.5966 -0.5078 -1.1206 -0.13
N 1.2105 -0.8588 1.2129 -0.65
N 1.4846 -1.2590 -0.0815 -0.40
S 2.2172 -1.6192 -2.3406 -0.05
H -0.7618 2.1061 1.4643 0.19
H -2.3677 1.4164 1.5744 0.20
H -1.9678 0.0868 -0.6394 0.19
H -0.3085 0.7088 -0.7256 0.23
H 0.4586 -0.1654 1.1821 0.39
H 1.0903 -1.5706 1.8312 0.36
H 1.8404 -2.2312 -0.0478 0.35
H 2.3252 -0.8534 -3.4117 0.14
```

Properties
- Kohn-Sham gap: 0.3507 Eh

=====

Stability, lowest: <ii>

=====

<i>
A cluster of 2 separate species, C2H9N2O in total, computed with wB97M-V/def2-TZVPD.

```
14
Properties=species:S:1:pos:R:3:nbo_charge:R:1
C 0.2849 0.9798 -0.1261 0.17
C -0.2430 0.9706 1.1612 0.13
N -1.5282 0.7080 1.4530 -0.52
N 1.4706 0.0650 -0.3271 -0.72
H -0.4369 1.0390 -0.9396 0.25
H 0.4280 0.8647 2.0013 0.26
H -2.0917 1.3355 2.0420 0.49
H -2.0460 0.3635 0.6426 0.43
H 2.2821 0.6604 -0.5514 0.49
H 1.1578 -0.5791 -1.0989 0.51
H 1.6339 -0.4210 0.5563 0.46
H -0.5486 -1.4730 -2.1305 0.51
H -0.2310 -2.7434 -1.3745 0.54
O -0.1318 -1.7700 -1.3084 -1.00
```

Properties
- Kohn-Sham gap (spin up / spin down): 0.3877 / 0.2843 Eh
- Charge: +2
- Multiplicity: 2

=====

<ii>
A cluster of 2 separate species, C2H9N2O in total, computed with wB97M-V/def2-TZVPD.

```
14
Properties=species:S:1:pos:R:3:nbo_charge:R:1
C 0.2301 0.9000 -0.6354 0.19
C -0.5511 0.4846 0.4615 0.16
N -0.3019 0.9933 1.8319 -0.73
N 1.5411 1.1064 -0.4699 -0.64
H -0.1749 1.1011 -1.6377 0.31
H -1.2129 -0.3795 0.4757 0.31
H -0.8792 0.4766 2.4996 0.50
H -0.4370 2.0054 1.9147 0.49
H 0.6776 0.8536 2.1357 0.48
H 1.9663 1.9534 -0.0542 0.48
H 2.0357 0.9574 -1.3594 0.46
H -0.2580 -3.2972 -1.4366 0.46
H -1.4701 -4.0175 -1.9959 0.50
O -1.1656 -3.1376 -1.7299 -0.96
```

Properties
- Kohn-Sham gap (spin up / spin down): 0.2216 / 0.1463 Eh
- Charge: +2
- Multiplicity: 2

=====

Stability, lowest: <ii>

=====

<i>
A cluster of 2 separate species, C4H12O in total, computed with wB97M-V/def2-TZVPD.

```
17
Properties=species:S:1:pos:R:3:nbo_charge:R:1
C 2.1556 1.3433 0.2364 -0.61
C 0.8551 0.5307 0.1655 -0.40
C 0.2838 0.2211 1.5532 -0.62
H 2.6029 1.1926 -0.7471 0.21
H 2.8326 1.1519 1.0659 0.21
H 1.9334 2.4120 0.3285 0.20
H 0.1384 1.1120 -0.4132 0.20
H 1.1135 -0.4462 -0.2430 0.20
H -0.5219 -0.5095 1.6185 0.21
H 1.1181 -0.2394 2.1127 0.20
H 0.0664 1.0290 2.2467 0.21
C -1.8529 -1.0316 -1.4222 -0.25
O -2.7259 -2.1569 -1.5454 -0.73
H -1.4894 -0.7707 -2.4118 0.18
H -2.4971 -0.2013 -1.1295 0.16
H -1.0216 -1.1820 -0.7429 0.17
H -2.9910 -2.4550 -0.6722 0.46
```

Properties
- Kohn-Sham gap: 0.4127 Eh
- SMILES string: CCC.CO

=====

<ii>
A cluster of 2 separate species, C4H12O in total, computed with wB97M-V/def2-TZVPD.

```
17
Properties=species:S:1:pos:R:3:nbo_charge:R:1
C 0.1667 -1.8576 0.0630 -0.61
C 0.8826 -0.5783 0.4074 -0.41
C 0.5505 0.5970 -0.4939 -0.41
C 0.9102 1.9289 0.0133 -0.62
H 0.3901 -2.0425 -1.0610 0.21
H -0.9831 -1.7622 0.2444 0.19
H 0.6529 -2.7290 0.6273 0.22
H 1.9264 -0.8611 0.5267 0.20
H 0.7200 -0.1569 1.4131 0.19
H 0.8806 0.3227 -1.5147 0.20
H -0.5653 0.3570 -0.6555 0.20
H 0.6246 2.9026 -0.6176 0.21
H 1.8959 2.1306 0.2652 0.21
H 0.4660 2.1439 0.9702 0.21
O -3.1201 0.1609 -0.0859 -0.93
H -2.8869 -0.4299 -0.7935 0.47
H -2.5112 -0.1259 0.6916 0.47
```

Properties
- Kohn-Sham gap: 0.4307 Eh
- SMILES string: CCCC.O

=====

<iii>
A cluster of 2 separate species, C4H12O in total, computed with wB97M-V/def2-TZVPD.

```
17
Properties=species:S:1:pos:R:3:nbo_charge:R:1
C 0.2767 -1.1140 -1.6457 -0.65
C -1.2203 -1.2439 -1.4424 -0.07
O -1.9656 -0.6273 -2.4851 -0.73
H 0.7342 -2.0099 -1.2445 0.21
H 0.6631 -0.3000 -0.9748 0.21
H 0.6748 -1.1139 -2.7303 0.23
H -1.6413 -2.2777 -1.3555 0.16
H -1.5007 -0.6624 -0.5199 0.16
H -2.5292 -1.3264 -2.8565 0.47
C 0.3907 1.9552 1.7412 -0.60
C 1.3011 0.7228 2.0573 -0.60
H -0.5806 1.5613 1.7660 0.20
H 0.4010 2.7251 2.5373 0.20
H 0.7148 2.3528 0.7329 0.20
H 2.3543 0.9999 2.0102 0.21
H 0.9964 0.3585 3.0081 0.20
H 0.9308 0.0000 1.4018 0.20
```

Properties
- Kohn-Sham gap: 0.4099 Eh
- SMILES string: CCO.CC

=====

<iv>
A cluster of 2 separate species, C4H12O in total, computed with wB97M-V/def2-TZVPD.

```
17
Properties=species:S:1:pos:R:3:nbo_charge:R:1
C -0.5197 -1.3369 -1.4273 -0.61
C -0.6012 0.1960 -1.5302 -0.22
C -2.0702 0.7154 -1.3893 -0.61
C 0.3958 0.8089 -0.5499 -0.61
H -1.2981 -1.7191 -0.7727 0.21
H -0.5137 -1.8535 -2.3965 0.21
H 0.4549 -1.6609 -1.0613 0.21
H -0.3762 0.5862 -2.5227 0.19
H -2.2651 1.3505 -0.5194 0.20
H -2.7522 -0.1144 -1.1891 0.20
H -2.3251 1.2550 -2.2949 0.21
H 1.3728 0.7039 -1.0020 0.21
H 0.0237 1.7804 -0.2082 0.21
H 0.3018 0.2698 0.3999 0.20
O 3.2232 -0.1566 5.1463 -0.93
H 4.1346 -0.1069 5.5142 0.46
H 2.8147 -0.7178 5.8032 0.46
```

Properties
- Kohn-Sham gap: 0.4431 Eh
- SMILES string: CC(C)C.O

=====

Stability, lowest: <iii>